Record 1
Formula: C6H14CrO4
Source: OMol25
Level of theory: ωB97M-V with the def2-TZVPD basis set

Geometry as XYZ:
```
25
Properties=species:S:1:pos:R:3:forces:R:3
C 0.64038 -2.40065 1.33866 0.4 -0.5 0.1
O -0.54215 -1.72367 1.04400 -0.2 1.3 0.4
C -0.81509 -0.63370 1.95011 0.0 -0.3 -0.2
C -1.91520 0.22460 1.37716 -0.6 -0.5 -0.9
O -1.34018 1.24334 0.51407 1.2 1.5 0.1
C -1.01851 0.84006 -1.00521 -1.5 -0.8 0.7
C 0.34892 1.38842 -1.31604 -0.5 -0.5 -0.6
O 1.25461 0.89825 -0.33056 0.7 0.1 0.7
C 2.62417 1.08260 -0.64312 0.4 0.0 -0.3
Cr 0.51090 1.08513 1.64245 -1.6 -1.2 -0.4
H 0.76084 -3.21594 0.61182 -0.1 0.3 0.2
H 1.51935 -1.73148 1.25898 -0.2 -0.2 0.0
H 0.61902 -2.84184 2.35249 0.1 0.2 -0.2
H -1.14127 -1.06367 2.91627 0.5 0.4 -0.1
H -2.48126 0.73097 2.17364 0.3 0.0 -0.2
H -2.64706 -0.34639 0.77518 0.3 0.0 0.2
H -1.72450 1.17751 -1.78140 -0.2 0.3 0.7
H -1.32052 -0.20220 -0.85921 1.4 0.0 -1.0
H 0.35713 2.49109 -1.33044 -0.1 -0.2 0.4
H 0.70068 1.09839 -2.31706 -0.5 -0.4 0.3
H 3.20448 0.74375 0.22320 0.0 0.0 -0.3
H 2.88096 0.48909 -1.53222 0.0 0.1 0.3
H 2.84151 2.14328 -0.83988 0.0 -0.2 0.0
O -1.54205 -0.28325 -3.22311 0.2 0.2 0.2
H -1.77515 -1.19369 -2.99979 0.0 0.1 -0.1
```
Forces are in eV/Å.

Properties
2S+1: 5
HOMO-LUMO gap (alpha / beta): 0.1436 / 0.1470 Ha
Electronic energy: -43052.81229 eV
Expectation value of S²: 6.15
Relative energy (zero: lowest compared OMol25 entry of this formula, charge and spin): 147.9 kJ/mol


Record 2
Formula: C6H14InMgO4
Source: OMol25
Level of theory: ωB97M-V with the def2-TZVPD basis set

Geometry as XYZ:
```
26
Properties=species:S:1:pos:R:3:forces:R:3
O 3.33208 0.29264 2.54452 -0.4 4.0 -1.5
Mg 4.35605 -0.62910 3.79359 0.6 -0.4 0.6
C 3.19501 1.55954 2.10641 0.5 -2.7 3.4
H 2.19703 2.01402 2.17930 0.0 -0.4 -0.6
H 2.32967 1.18762 0.18418 -2.0 -1.7 -2.7
H 4.05388 2.23695 2.19900 0.1 -0.2 -0.9
O 1.69211 0.55533 -0.49568 4.2 2.8 2.2
C 1.92128 -0.79068 -0.10965 2.5 -1.3 3.8
C 0.77524 -1.69239 -0.49039 0.5 -0.8 -0.1
O -0.41791 -0.93468 -0.28313 0.3 -1.5 1.1
C -1.64926 -1.50910 -0.71517 -1.5 -1.0 -0.6
C -2.69516 -0.43417 -0.53600 -0.7 -1.0 0.7
O -2.18238 0.78065 -1.10414 -0.8 -0.6 -0.3
C -3.16464 1.81233 -1.24075 -1.4 1.6 -0.3
In -0.21514 0.93476 -0.91720 -0.7 3.8 -1.5
H 2.20921 -0.66466 1.08025 -1.5 -1.2 -2.9
H 2.86433 -1.16589 -0.52865 -0.4 0.1 -0.4
H 0.76006 -2.60238 0.12332 0.0 0.2 -0.1
H 0.83456 -1.99441 -1.54770 0.0 0.1 0.2
H -1.89764 -2.38815 -0.10692 0.1 0.2 -0.1
H -1.56052 -1.80650 -1.77060 0.1 0.0 0.2
H -2.91237 -0.25764 0.52685 0.0 0.0 -0.2
H -3.61886 -0.71890 -1.05565 0.2 0.1 0.1
H -2.65186 2.71463 -1.58488 -0.2 -0.1 0.0
H -3.91223 1.50263 -1.98049 0.2 0.0 0.1
H -3.64255 1.99756 -0.27042 0.2 -0.1 -0.2
```
Forces are in eV/Å.

Properties
2S+1: 2
HOMO-LUMO gap (alpha / beta): 0.1484 / 0.2720 Ha
Net charge: +4
Electronic energy: -25205.69820 eV
Expectation value of S²: 0.76


Record 3
Formula: C6H14MgO4Sc
Source: OMol25
Level of theory: ωB97M-V with the def2-TZVPD basis set

Geometry as XYZ:
```
26
Properties=species:S:1:pos:R:3:forces:R:3
O 2.59724 0.21407 2.60239 -1.5 5.2 -3.4
Sc 3.85670 -0.85292 3.58597 1.7 -1.5 1.6
C 2.38282 1.40966 2.06947 0.3 -2.8 4.5
H 1.34035 1.75404 2.01658 0.1 -0.5 -0.8
H 1.36762 0.66855 -0.56345 -1.6 -1.6 -1.6
H 3.15766 2.18397 2.15507 0.3 -0.3 -0.8
O 0.65506 0.04401 -0.96076 1.6 2.8 0.9
C 0.83597 -1.27456 -0.43236 0.7 -1.2 1.4
C -0.32464 -2.13748 -0.86863 0.0 -0.4 -0.2
O -1.49857 -1.35297 -0.65109 0.9 1.0 0.3
C -2.74544 -1.89023 -1.08782 -1.0 -0.6 -0.5
C -3.76570 -0.79670 -0.87550 -0.5 -0.6 0.4
O -3.22918 0.41970 -1.41777 1.6 0.0 0.0
C -4.18827 1.47658 -1.52595 -1.0 0.9 -0.1
Mg -1.23600 0.56703 -1.24785 -1.4 -0.6 -0.4
H 0.90301 -1.17526 0.68419 -0.3 -0.3 -0.9
H 1.77917 -1.69977 -0.79680 -0.2 0.1 -0.1
H -0.37003 -3.06168 -0.27864 0.1 0.2 -0.1
H -0.25579 -2.39658 -1.93571 0.1 0.0 0.2
H -3.00881 -2.77700 -0.49750 0.1 0.2 -0.1
H -2.66870 -2.16427 -2.15042 0.0 0.0 0.2
H -3.97167 -0.64115 0.19278 0.0 0.0 -0.2
H -4.69907 -1.04784 -1.39515 0.2 0.1 0.1
H -3.65424 2.37776 -1.83908 -0.2 -0.1 0.0
H -4.93911 1.20707 -2.27782 0.2 0.1 0.2
H -4.66615 1.64211 -0.55215 0.1 0.0 -0.2
```
Forces are in eV/Å.

Properties
2S+1: 2
HOMO-LUMO gap (alpha / beta): 0.2271 / 0.2311 Ha
Net charge: +4
Electronic energy: -40738.08441 eV
Expectation value of S²: 0.75


Record 4
Formula: C6H14MnO3
Source: OMol25
Level of theory: ωB97M-V with the def2-TZVPD basis set

Geometry as XYZ:
```
24
Properties=species:S:1:pos:R:3:forces:R:3
H -0.72479 0.97334 1.32232 1.7 -2.6 2.2
C -2.94646 -0.19507 1.89208 0.2 0.2 -0.8
O -1.98327 0.31950 2.77028 -0.3 0.5 1.5
C -0.64498 -0.00225 2.44269 -4.0 1.3 -1.3
H -3.29796 -1.19293 2.21125 0.0 0.4 -0.1
H -3.75190 0.54659 1.79721 0.0 -0.5 0.3
H 0.00201 0.07089 3.33096 0.1 0.8 -0.8
H -0.82480 -1.07819 2.23824 1.0 0.6 -0.5
Mn -1.96911 -0.40457 -0.05968 -1.1 0.6 1.2
C 0.73369 -1.17528 0.90801 0.9 -1.5 -0.6
O -0.14065 -1.11566 -0.18238 0.9 0.1 -0.3
C 0.43510 -1.21964 -1.50209 0.5 -0.3 -0.7
C 0.76796 0.12281 -2.10377 0.3 0.0 -0.3
O 1.85458 0.69143 -1.42800 -0.4 -0.6 0.4
C 2.04030 2.05533 -1.71635 0.2 0.7 -0.3
H 0.56088 -2.13363 1.40433 0.7 0.5 0.1
H 1.70247 -0.68359 0.82616 -0.4 0.0 -0.2
H -0.32518 -1.71529 -2.11804 0.2 0.0 0.1
H 1.31994 -1.86540 -1.43512 -0.2 0.2 -0.1
H -0.11434 0.78983 -2.07182 0.0 0.0 0.0
H 1.01298 -0.04267 -3.16974 -0.2 0.1 0.2
H 2.90565 2.40122 -1.13939 -0.3 -0.1 -0.2
H 2.23556 2.21075 -2.79117 0.0 0.0 0.3
H 1.15230 2.64248 -1.42597 0.2 -0.1 -0.1
```
Forces are in eV/Å.

Properties
2S+1: 7
HOMO-LUMO gap (alpha / beta): 0.2845 / 0.2729 Ha
Net charge: +1
Electronic energy: -43896.97833 eV
Expectation value of S²: 12.02
Relative energy (zero: lowest compared OMol25 entry of this formula, charge and spin): 525.4 kJ/mol


Record 5
Formula: C6H14N2
Source: OMol25
Level of theory: ωB97M-V with the def2-TZVPD basis set

Geometry as XYZ:
```
22
Properties=species:S:1:pos:R:3:forces:R:3
C -2.16375 0.83807 1.14107 -0.4 0.3 -0.2
C -1.35110 -0.31367 0.54776 -0.2 0.0 0.8
C 0.04056 0.17924 0.26451 1.1 0.3 0.9
C 0.92576 0.35619 1.25868 0.5 -1.2 0.8
N 0.79774 0.01464 2.61649 -0.6 -0.2 0.5
C 0.52437 0.60745 -1.09331 -0.7 -0.6 -0.3
C 0.49180 -0.59425 -2.08446 -1.3 1.1 -0.4
N 1.75685 -1.24843 -2.33835 -0.1 0.3 0.8
H -1.94900 1.79362 0.65105 -0.3 -0.2 -0.3
H -1.85375 1.01142 2.15980 0.1 -0.1 0.5
H -3.23760 0.61514 1.14400 0.2 0.2 -0.1
H -1.86543 -0.81359 -0.26862 0.2 0.4 -0.5
H -1.39067 -1.09138 1.32702 0.5 0.0 -0.2
H 1.96526 0.61475 1.08430 -0.2 0.6 -0.5
H 0.21319 -0.76711 2.88776 -0.1 0.3 -0.3
H 1.61353 0.04896 3.21305 0.0 0.1 -0.5
H 1.49684 1.07924 -0.98360 0.4 -0.3 -0.1
H -0.06990 1.43361 -1.51256 -0.3 -0.3 0.1
H -0.24079 -1.32306 -1.73217 0.2 -0.1 0.4
H -0.06585 -0.18364 -2.95912 1.0 -0.3 -0.2
H 1.81829 -1.57956 -3.27643 0.4 0.0 -0.5
H 2.54364 -0.67767 -2.04690 -0.1 -0.2 -0.5
```
Forces are in eV/Å.

Properties
2S+1: 1
HOMO-LUMO gap: 0.3201 Ha
SMILES string: CC/C(=C\N)CCN
Electronic energy: -9428.20946 eV
Relative energy (zero: lowest compared OMol25 entry of this formula, charge and spin): 123.0 kJ/mol


Record 6
Formula: C6H14N2
Source: OMol25
Level of theory: ωB97M-V with the def2-TZVPD basis set

Geometry as XYZ:
```
22
Properties=species:S:1:pos:R:3:forces:R:3
C 2.91774 -2.56933 0.36945 0.2 -1.2 1.5
C 1.78532 -1.89331 0.39068 0.2 0.9 -1.2
C 1.38516 -0.97457 -0.74418 -0.4 -1.5 -0.4
C 0.43463 0.16905 -0.35935 1.3 -0.2 -1.4
C -1.01051 -0.11648 -0.72217 -1.3 1.3 0.8
N -1.81923 1.13438 -0.73712 0.4 -1.1 0.3
C -2.39548 1.49756 0.52789 0.1 1.6 1.6
N -1.60601 2.43217 1.42948 0.6 1.2 -1.9
H 3.63974 -2.72659 -0.41898 -0.1 0.8 -0.3
H 3.16099 -3.15385 1.25488 -0.1 -0.2 -0.1
H 1.06569 -1.97968 1.19798 0.3 0.0 0.3
H 0.89173 -1.63568 -1.47449 -0.5 0.2 0.1
H 2.25434 -0.71890 -1.35181 0.2 0.6 0.5
H 0.71572 1.00033 -1.01795 0.0 0.1 0.1
H 0.70514 0.51786 0.63838 -0.7 -0.2 0.2
H -1.13612 -0.57256 -1.69817 0.6 -0.1 -0.3
H -1.58036 -0.74659 -0.04458 0.4 -0.4 0.3
H -1.22862 1.89988 -1.04035 -0.2 0.1 -0.2
H -2.56634 0.76185 1.30993 -0.3 -1.3 -1.1
H -3.33801 2.00389 0.32246 -0.1 0.0 0.3
H -0.61530 2.31650 1.19449 0.0 -0.8 0.6
H -1.66021 3.35408 0.97355 -0.6 0.0 0.5
```
Forces are in eV/Å.

Properties
2S+1: 1
HOMO-LUMO gap: 0.3628 Ha
SMILES string: C=CCCCNCN
Electronic energy: -9427.33995 eV
Relative energy (zero: lowest compared OMol25 entry of this formula, charge and spin): 206.9 kJ/mol